(1)
{
  "formula": "C42H50Cl2NP3W",
  "method": "ωB97M-V/def2-TZVPD",
  "symbols": ["W", "C", "C", "P", "C", "C", "C", "C", "C", "C", "C", "C", "C", "C", "C", "C", "C", "P", "C", "C", "C", "C", "C", "C", "C", "C", "C", "C", "C", "C", "H", "H", "H", "H", "H", "H", "H", "H", "H", "H", "H", "H", "H", "H", "H", "H", "H", "H", "H", "H", "H", "H", "H", "H", "H", "H", "C", "C", "C", "P", "C", "C", "C", "C", "C", "C", "H", "H", "H", "H", "H", "H", "H", "H", "H", "H", "H", "H", "H", "H", "H", "H", "H", "H", "H", "H", "H", "Cl", "C", "C", "C", "C", "C", "Cl", "C", "N", "H", "H", "H"],
  "xyz": [[0.457, -0.162, 0.042], [-2.969, -0.402, 0.417], [-2.707, -1.905, 0.261], [-1.103, -2.279, -0.562], [-0.530, -3.873, 0.095], [-0.901, -4.385, 1.336], [-0.391, -5.602, 1.766], [0.493, -6.312, 0.966], [0.869, -5.805, -0.273], [0.361, -4.591, -0.707], [-1.430, -2.603, -2.306], [-0.661, -1.979, -3.285], [-0.902, -2.238, -4.629], [-1.906, -3.125, -4.987], [-2.664, -3.765, -4.009], [-2.427, -3.511, -2.668], [-2.852, 0.401, -0.892], [-1.252, 1.298, -1.059], [-0.992, 1.408, -2.858], [-2.092, 1.531, -3.706], [-1.902, 1.654, -5.073], [-0.616, 1.670, -5.600], [0.483, 1.572, -4.760], [0.297, 1.442, -3.390], [-1.548, 3.043, -0.649], [-2.692, 3.524, -0.026], [-2.834, 4.886, 0.205], [-1.840, 5.771, -0.192], [-0.697, 5.293, -0.822], [-0.550, 3.936, -1.052], [-2.287, 0.008, 1.166], [-3.964, -0.277, 0.845], [-3.505, -2.383, -0.309], [-2.707, -2.369, 1.248], [-1.591, -3.856, 1.981], [-0.694, -6.001, 2.725], [0.883, -7.264, 1.302], [1.550, -6.360, -0.906], [0.641, -4.210, -1.682], [0.128, -1.295, -3.003], [-0.304, -1.749, -5.389], [-2.097, -3.330, -6.033], [-3.436, -4.467, -4.294], [-3.007, -4.025, -1.909], [-3.660, 1.126, -0.981], [-2.937, -0.246, -1.766], [-3.098, 1.543, -3.303], [-2.758, 1.747, -5.731], [-0.471, 1.771, -6.669], [1.485, 1.604, -5.167], [1.151, 1.375, -2.731], [-3.480, 2.854, 0.300], [-3.730, 5.257, 0.687], [-1.961, 6.832, -0.019], [0.076, 5.983, -1.142], [0.339, 3.567, -1.553], [-1.534, -0.031, 3.948], [-0.691, 1.161, 3.490], [-1.535, 2.278, 2.878], [0.740, 0.746, 2.390], [1.873, 2.216, 2.484], [1.886, 2.913, 3.846], [1.598, 3.248, 1.385], [1.667, -0.617, 3.234], [2.093, -0.389, 4.684], [0.916, -1.948, 3.074], [-2.411, 0.346, 4.475], [-0.988, -0.661, 4.646], [-1.889, -0.663, 3.132], [-0.205, 1.558, 4.383], [-1.767, 2.090, 1.835], [-1.027, 3.241, 2.923], [-2.477, 2.378, 3.420], [2.856, 1.766, 2.310], [0.970, 3.485, 4.001], [2.712, 3.627, 3.859], [2.020, 2.237, 4.687], [0.622, 3.714, 1.523], [1.631, 2.816, 0.390], [2.351, 4.039, 1.438], [2.573, -0.671, 2.623], [1.251, -0.110, 5.322], [2.862, 0.376, 4.768], [2.510, -1.316, 5.083], [0.222, -2.121, 3.893], [1.615, -2.786, 3.051], [0.330, -1.996, 2.147], [3.672, 2.664, -1.829], [4.195, 1.117, -1.294], [5.520, 0.727, -1.422], [5.919, -0.537, -1.019], [5.003, -1.440, -0.488], [3.696, -1.030, -0.367], [2.446, -2.081, 0.270], [3.262, 0.245, -0.752], [1.940, 0.529, -0.526], [6.237, 1.420, -1.844], [6.956, -0.829, -1.122], [5.307, -2.432, -0.180]],
  "relative_energy_ev": 0.000,
  "lumo_ev": [-6.508, -6.518],
  "max_force_ev_per_a": 0.710,
  "homo_energy_ev": [-13.22, -13.23],
  "orbital_gap_ev": [6.71, 6.71],
  "total_charge": 2,
  "energy_ha": -3696.2616
}

(2)
{
  "formula": "C2H2Cl2Si",
  "method": "ωB97M-V/def2-TZVPD",
  "symbols": ["C", "C", "Si", "Cl", "Cl", "H", "H"],
  "xyz": [[2.319, -1.045, 1.574], [2.885, -1.743, 2.328], [-0.120, 0.725, -0.537], [-0.714, 2.375, 0.509], [1.002, 1.384, -2.178], [0.575, -0.156, 0.542], [-1.180, 0.035, -1.318]],
  "relative_energy_ev": 8.000,
  "lumo_ev": [-4.485, -4.485],
  "max_force_ev_per_a": 7.787,
  "homo_energy_ev": [-11.37, -11.36],
  "orbital_gap_ev": [6.88, 6.88],
  "energy_ha": -1287.0273
}

(3)
{
  "formula": "CH3N2OS",
  "method": "ωB97M-V/def2-TZVPD",
  "symbols": ["C", "N", "N", "O", "S", "H", "H", "H"],
  "xyz": [[-0.993, 2.190, 0.146], [-0.836, 1.079, -0.266], [-0.293, -0.001, -0.339], [1.961, -1.545, 0.413], [-1.113, -1.470, -0.028], [1.713, -1.480, -0.489], [1.033, -1.878, 0.793], [-1.472, 3.105, -0.229]],
  "relative_energy_ev": 0.828,
  "lumo_ev": 4.183,
  "max_force_ev_per_a": 3.428,
  "homo_energy_ev": -2.64,
  "orbital_gap_ev": 6.83,
  "total_charge": -1,
  "energy_ha": -622.7636
}

(4)
{
  "formula": "C41H34IrN5O3Si",
  "method": "ωB97M-V/def2-TZVPD",
  "symbols": ["Ir", "C", "C", "N", "N", "C", "O", "C", "C", "C", "C", "C", "C", "C", "C", "C", "C", "C", "N", "H", "H", "H", "H", "H", "H", "H", "H", "H", "H", "H", "H", "O", "C", "C", "C", "C", "C", "C", "C", "N", "C", "C", "N", "H", "H", "H", "H", "H", "H", "H", "O", "Si", "C", "C", "C", "C", "C", "C", "C", "C", "C", "C", "C", "C", "C", "C", "C", "C", "C", "C", "H", "H", "H", "H", "H", "H", "H", "H", "H", "H", "H", "H", "H", "H", "H"],
  "xyz": [[-1.184, -1.109, -0.599], [-3.179, 0.841, 2.588], [-2.600, -0.171, 1.657], [-2.298, 0.157, 0.382], [-2.454, 1.371, -0.099], [-1.921, 1.530, -1.298], [-1.317, 0.546, -1.888], [-2.027, 2.832, -1.945], [-1.614, 2.992, -3.270], [-1.684, 4.231, -3.874], [-2.153, 5.329, -3.170], [-2.565, 5.179, -1.854], [-2.507, 3.942, -1.243], [-2.286, -1.487, 2.018], [-2.468, -2.037, 3.311], [-2.082, -3.319, 3.576], [-1.529, -4.098, 2.542], [-1.389, -3.528, 1.295], [-1.741, -2.280, 1.023], [-3.434, 1.734, 2.025], [-2.448, 1.108, 3.353], [-4.069, 0.449, 3.075], [-1.241, 2.131, -3.805], [-1.367, 4.345, -4.900], [-2.189, 6.300, -3.641], [-2.924, 6.037, -1.306], [-2.818, 3.820, -0.218], [-2.904, -1.422, 4.081], [-2.197, -3.742, 4.563], [-1.209, -5.110, 2.719], [-0.979, -4.095, 0.469], [0.349, -1.951, -1.629], [0.480, -2.042, -2.896], [1.680, -1.579, -3.499], [1.938, -1.769, -4.830], [1.008, -2.428, -5.635], [-0.195, -2.837, -5.101], [-0.504, -2.642, -3.753], [-1.791, -3.017, -3.221], [-2.281, -2.675, -2.036], [-3.535, -3.188, -1.953], [-3.826, -3.862, -3.100], [-2.721, -3.747, -3.895], [2.378, -1.073, -2.850], [2.863, -1.414, -5.263], [1.222, -2.612, -6.679], [-0.916, -3.297, -5.762], [-4.138, -3.036, -1.081], [-4.705, -4.385, -3.415], [-2.605, -4.154, -4.808], [0.347, -0.595, 1.052], [1.564, 0.266, 1.482], [3.106, -0.811, 1.819], [3.045, -2.146, 1.447], [4.115, -2.992, 1.670], [5.265, -2.511, 2.272], [5.337, -1.179, 2.641], [4.260, -0.337, 2.422], [1.160, 1.084, 3.172], [0.433, 0.346, 4.092], [0.073, 0.894, 5.310], [0.445, 2.191, 5.621], [1.158, 2.938, 4.700], [1.514, 2.386, 3.480], [1.981, 1.650, 0.252], [3.088, 1.598, -0.583], [3.268, 2.540, -1.581], [2.338, 3.548, -1.759], [1.229, 3.612, -0.933], [1.058, 2.670, 0.063], [2.146, -2.511, 0.976], [4.049, -4.029, 1.375], [6.102, -3.170, 2.456], [6.234, -0.796, 3.107], [4.325, 0.698, 2.727], [0.141, -0.663, 3.843], [-0.498, 0.307, 6.016], [0.175, 2.621, 6.575], [1.440, 3.956, 4.931], [2.065, 2.980, 2.766], [3.819, 0.812, -0.446], [4.136, 2.483, -2.222], [2.474, 4.281, -2.541], [0.494, 4.391, -1.068], [0.193, 2.725, 0.709]],
  "lumo_ev": -1.044,
  "max_force_ev_per_a": 4.431,
  "homo_energy_ev": -7.32,
  "orbital_gap_ev": 6.27,
  "energy_ha": -2476.1897
}

(5)
{
  "formula": "C5H11N",
  "method": "ωB97M-V/def2-TZVPD",
  "symbols": ["C", "C", "C", "C", "C", "N", "H", "H", "H", "H", "H", "H", "H", "H", "H", "H", "H"],
  "xyz": [[-0.692, 0.906, 1.586], [0.466, 0.601, 0.649], [0.144, -0.654, -0.270], [-0.527, -0.291, -1.536], [-0.786, -1.074, -2.576], [1.660, 0.391, 1.341], [-0.592, 1.879, 2.077], [-1.609, 1.013, 1.011], [-0.826, 0.131, 2.341], [0.602, 1.410, -0.074], [-0.399, -1.390, 0.320], [1.087, -1.203, -0.372], [-0.832, 0.715, -1.649], [-1.446, -0.775, -3.373], [-0.440, -2.102, -2.672], [2.532, 0.206, 0.851], [1.658, 0.235, 2.346]],
  "relative_energy_ev": 2.084,
  "lumo_ev": [-3.273, -8.294],
  "max_force_ev_per_a": 1.721,
  "homo_energy_ev": [-13.77, -13.66],
  "spin_multiplicity": 2,
  "s2": 0.7554,
  "orbital_gap_ev": [10.49, 5.37],
  "total_charge": 1,
  "energy_ha": -251.5105
}

(6)
{
  "formula": "C58H120B6F20N6O8",
  "method": "ωB97M-V/def2-TZVPD",
  "symbols": ["O", "C", "O", "B", "O", "C", "O", "O", "C", "O", "C", "O", "O", "C", "C", "C", "N", "C", "C", "C", "C", "C", "C", "H", "H", "H", "H", "H", "H", "H", "H", "H", "H", "H", "H", "H", "H", "H", "H", "H", "H", "H", "H", "C", "C", "C", "N", "C", "C", "C", "C", "C", "C", "H", "H", "H", "H", "H", "H", "H", "H", "H", "H", "H", "H", "H", "H", "H", "H", "H", "H", "H", "H", "C", "C", "C", "N", "C", "C", "C", "C", "C", "C", "H", "H", "H", "H", "H", "H", "H", "H", "H", "H", "H", "H", "H", "H", "H", "H", "H", "H", "H", "H", "C", "C", "C", "N", "C", "C", "C", "C", "C", "C", "H", "H", "H", "H", "H", "H", "H", "H", "H", "H", "H", "H", "H", "H", "H", "H", "H", "H", "H", "H", "C", "C", "C", "N", "C", "C", "C", "C", "C", "C", "H", "H", "H", "H", "H", "H", "H", "H", "H", "H", "H", "H", "H", "H", "H", "H", "H", "H", "H", "H", "C", "C", "C", "N", "C", "C", "C", "C", "C", "C", "H", "H", "H", "H", "H", "H", "H", "H", "H", "H", "H", "H", "H", "H", "H", "H", "H", "H", "H", "H", "B", "F", "F", "F", "F", "B", "F", "F", "F", "F", "B", "F", "F", "F", "F", "B", "F", "F", "F", "F", "B", "F", "F", "F", "F"],
  "xyz": [[-3.519, -7.496, 7.782], [-3.020, -6.998, 6.785], [-1.682, -6.837, 6.585], [-1.602, -5.847, 5.488], [-2.959, -5.807, 4.905], [-3.796, -6.315, 5.617], [-5.004, -6.340, 5.343], [-0.667, -6.232, 4.417], [0.295, -5.306, 4.390], [1.412, -5.479, 3.808], [-0.094, -4.112, 5.314], [-1.206, -4.496, 5.818], [0.551, -3.111, 5.571], [2.145, -8.343, 0.299], [3.266, -7.372, 0.751], [3.421, -6.264, -0.387], [4.371, -5.106, 0.035], [5.773, -5.491, 0.557], [6.777, -4.369, 0.694], [6.843, -3.460, -0.487], [5.421, -2.989, -0.949], [4.544, -4.247, -1.250], [3.639, -4.338, 1.183], [1.237, -7.842, -0.036], [1.800, -9.037, 1.065], [2.505, -8.906, -0.563], [4.236, -7.749, 1.077], [3.002, -6.946, 1.718], [2.448, -5.849, -0.653], [3.948, -6.758, -1.203], [6.065, -6.349, -0.049], [5.659, -5.944, 1.542], [7.748, -4.747, 1.016], [6.533, -3.822, 1.605], [7.404, -4.042, -1.218], [7.482, -2.601, -0.283], [5.380, -2.299, -1.791], [4.845, -2.440, -0.204], [5.138, -4.925, -1.862], [3.620, -3.901, -1.713], [3.498, -4.940, 2.081], [2.652, -4.116, 0.777], [4.180, -3.427, 1.437], [-1.179, -7.300, 1.488], [-1.977, -6.092, 1.163], [-3.542, -6.303, 1.376], [-4.444, -5.014, 1.173], [-5.878, -5.445, 1.572], [-6.736, -4.197, 1.847], [-6.138, -3.359, 2.933], [-4.775, -2.786, 2.515], [-3.838, -3.944, 2.069], [-4.259, -4.540, -0.261], [-1.392, -8.203, 0.915], [-1.418, -7.551, 2.521], [-0.104, -7.122, 1.466], [-1.809, -5.877, 0.108], [-1.552, -5.306, 1.788], [-3.614, -6.714, 2.383], [-3.852, -7.132, 0.740], [-5.890, -6.134, 2.416], [-6.229, -6.040, 0.728], [-7.780, -4.350, 2.122], [-6.809, -3.657, 0.902], [-6.054, -3.900, 3.876], [-6.842, -2.538, 3.066], [-4.284, -2.197, 3.289], [-4.961, -2.186, 1.624], [-3.478, -4.470, 2.954], [-2.965, -3.514, 1.578], [-4.916, -3.682, -0.404], [-4.409, -5.383, -0.935], [-3.210, -4.251, -0.328], [-1.752, 2.524, 4.729], [-0.892, 2.395, 5.979], [0.511, 1.734, 5.890], [1.142, 1.127, 7.200], [2.462, 0.337, 6.856], [3.080, -0.431, 7.993], [2.054, -1.355, 8.542], [0.750, -0.678, 8.979], [0.083, 0.235, 7.890], [1.487, 2.294, 8.231], [-2.447, 3.342, 4.919], [-2.161, 1.554, 4.447], [-1.032, 2.854, 3.980], [-1.528, 1.932, 6.734], [-0.755, 3.417, 6.332], [1.187, 2.385, 5.336], [0.469, 0.853, 5.251], [2.281, -0.325, 6.009], [3.072, 1.137, 6.436], [4.027, -0.888, 7.710], [3.503, 0.182, 8.789], [1.791, -2.113, 7.805], [2.492, -1.788, 9.441], [0.068, -1.460, 9.312], [0.850, -0.167, 9.937], [-0.503, -0.363, 7.192], [-0.578, 0.939, 8.395], [0.599, 2.923, 8.295], [2.251, 2.927, 7.780], [1.945, 2.060, 9.192], [-0.014, -1.985, 2.545], [-0.515, -1.347, 1.222], [0.496, -0.304, 0.817], [0.175, 0.454, -0.548], [0.072, -0.529, -1.725], [1.494, -1.098, -2.127], [2.559, 0.022, -2.345], [2.687, 0.921, -1.067], [1.307, 1.559, -0.814], [-1.142, 1.279, -0.558], [-0.593, -2.847, 2.877], [0.053, -1.325, 3.410], [1.021, -2.309, 2.438], [-1.501, -0.883, 1.215], [-0.565, -2.116, 0.451], [1.471, -0.780, 0.715], [0.690, 0.485, 1.543], [-0.660, -1.332, -1.642], [-0.267, 0.141, -2.515], [1.809, -1.829, -1.382], [1.483, -1.747, -3.003], [3.534, -0.321, -2.691], [2.170, 0.568, -3.204], [3.103, 0.258, -0.308], [3.409, 1.731, -1.163], [1.247, 2.197, 0.068], [0.985, 2.202, -1.634], [-1.963, 0.563, -0.521], [-1.247, 1.959, -1.404], [-1.139, 1.907, 0.333], [1.040, 9.501, -3.960], [1.318, 8.034, -3.665], [1.573, 7.211, -4.947], [2.142, 5.828, -4.681], [0.979, 4.807, -4.389], [1.542, 3.344, -4.333], [1.956, 2.860, -5.711], [3.082, 3.843, -6.149], [2.710, 5.364, -6.093], [3.308, 5.773, -3.588], [0.145, 9.679, -4.556], [1.911, 9.989, -4.398], [0.771, 10.129, -3.110], [0.417, 7.554, -3.285], [2.209, 7.974, -3.040], [2.210, 7.822, -5.586], [0.641, 7.105, -5.504], [0.226, 4.874, -5.175], [0.361, 5.031, -3.519], [0.760, 2.716, -3.906], [2.265, 3.344, -3.517], [1.127, 2.748, -6.409], [2.317, 1.832, -5.713], [3.376, 3.628, -7.177], [4.041, 3.685, -5.657], [2.040, 5.652, -6.903], [3.650, 5.904, -6.211], [3.843, 4.837, -3.748], [2.965, 5.934, -2.565], [3.800, 6.661, -3.985], [-2.239, 9.040, -6.065], [-2.741, 7.665, -6.469], [-3.832, 7.136, -5.455], [-4.297, 5.668, -5.796], [-3.217, 4.659, -5.389], [-3.071, 4.455, -3.844], [-4.388, 4.123, -3.171], [-5.508, 5.107, -3.625], [-5.590, 5.258, -5.119], [-4.583, 5.469, -7.326], [-2.952, 9.834, -6.284], [-1.269, 9.214, -6.529], [-2.211, 9.153, -4.981], [-1.869, 7.013, -6.415], [-3.181, 7.761, -7.462], [-4.752, 7.708, -5.333], [-3.489, 7.002, -4.430], [-2.246, 4.963, -5.780], [-3.491, 3.702, -5.833], [-2.710, 5.391, -3.416], [-2.436, 3.612, -3.573], [-4.310, 4.003, -2.090], [-4.845, 3.194, -3.513], [-5.209, 6.063, -3.196], [-6.473, 4.878, -3.173], [-6.258, 6.060, -5.436], [-5.999, 4.395, -5.644], [-5.493, 6.042, -7.505], [-4.927, 4.453, -7.522], [-3.747, 5.847, -7.914], [3.712, 0.863, 3.003], [3.231, -0.288, 2.374], [4.972, 0.626, 3.418], [3.739, 1.813, 1.943], [2.934, 1.234, 4.043], [0.154, 5.225, -0.660], [-0.680, 4.294, -1.312], [0.164, 5.023, 0.672], [1.379, 4.946, -1.177], [-0.290, 6.436, -0.953], [0.241, -4.513, -1.747], [0.073, -5.848, -1.710], [1.399, -4.371, -2.627], [-0.839, -4.004, -2.420], [0.300, -3.995, -0.479], [-4.385, -0.800, -0.885], [-3.514, -1.692, -1.355], [-5.571, -1.475, -0.716], [-3.985, -0.170, 0.264], [-4.525, 0.116, -1.899], [5.084, 0.628, -4.832], [6.208, 1.118, -5.517], [4.570, 1.600, -3.928], [4.120, 0.332, -5.781], [5.559, -0.531, -4.216]],
  "lumo_ev": -0.919,
  "max_force_ev_per_a": 6.978,
  "homo_energy_ev": -9.40,
  "orbital_gap_ev": 8.48,
  "energy_ha": -5359.9615
}